1.
{"formula": "C11H16NS2", "method": "wB97M-V/def2-TZVPD", "symbols": ["C", "C", "C", "C", "C", "N", "C", "C", "H", "H", "H", "H", "H", "H", "H", "H", "H", "C", "C", "S", "C", "S", "C", "H", "H", "H", "H", "H", "H", "H"], "coordinates": [[-4.439, 0.682, 2.483], [-2.989, 0.528, 2.119], [-2.241, 1.666, 1.808], [-0.914, 1.549, 1.389], [-0.361, 0.288, 1.303], [1.005, 0.172, 0.822], [-1.028, -0.854, 1.681], [-2.361, -0.722, 2.100], [-4.906, -0.299, 2.607], [-4.545, 1.239, 3.425], [-4.976, 1.243, 1.706], [-2.700, 2.650, 1.904], [-0.324, 2.424, 1.096], [1.580, -0.416, 1.438], [1.401, 1.111, 0.754], [-0.534, -1.827, 1.630], [-2.931, -1.595, 2.417], [3.030, -0.405, -3.211], [1.523, -0.174, -3.227], [0.892, 0.790, -1.819], [1.376, -0.387, -0.523], [3.181, -0.532, -0.403], [3.530, -1.229, -2.034], [3.296, -0.943, -4.122], [3.540, 0.561, -3.229], [1.250, 0.467, -4.077], [0.981, -1.128, -3.290], [0.892, -1.363, -0.655], [3.142, -2.255, -2.064], [4.629, -1.242, -2.030]], "forces_ev_per_angstrom": [[-0.08, -0.05, 0.16], [0.21, 0.05, 0.07], [0.49, 0.01, -0.13], [-0.41, 0.38, -0.10], [-0.38, -0.12, -0.15], [1.00, -0.07, -0.40], [-0.77, -0.27, 0.16], [0.28, -0.04, -0.15], [-0.03, 0.22, -0.02], [0.01, -0.15, -0.23], [0.14, -0.20, 0.21], [0.13, -0.21, -0.15], [-0.29, -0.21, 0.18], [-0.10, 0.46, 0.45], [0.30, 0.16, 0.62], [-0.24, 0.22, 0.09], [0.22, 0.14, -0.17], [-0.12, 0.28, 0.18], [0.09, 0.08, -0.15], [-0.32, -0.37, 0.28], [-0.21, -0.11, -0.81], [-0.11, -0.13, 0.15], [0.20, -0.09, -0.06], [0.04, 0.01, -0.05], [0.02, -0.05, -0.01], [0.01, -0.39, 0.13], [-0.02, 0.32, -0.03], [0.05, 0.24, 0.07], [0.20, 0.17, 0.00], [-0.31, -0.27, -0.12]], "lumo_energy_ev": -2.9, "charge": 1, "e_homo_ha": -0.45508, "mol_weight_g_mol": 226.390, "smiles": "Cc1ccc([NH2+]C2SCCCS2)cc1", "orbital_gap_ev": 9.51, "relative_energy_ev": 0.000}

2.
{"formula": "C11H16O3", "method": "wB97M-V/def2-TZVPD", "symbols": ["C", "C", "C", "C", "C", "C", "C", "C", "C", "C", "C", "O", "O", "O", "H", "H", "H", "H", "H", "H", "H", "H", "H", "H", "H", "H", "H", "H", "H", "H"], "coordinates": [[0.230, 1.597, -1.415], [-0.923, 1.870, -0.914], [-0.747, -1.021, -0.666], [0.974, -0.833, 1.182], [1.215, 0.611, -0.780], [-1.710, 1.200, 0.105], [0.749, -0.771, -0.321], [-1.674, -0.157, 0.178], [1.731, 1.288, 0.535], [1.662, -1.884, -0.995], [-2.680, -0.884, 1.096], [1.624, 0.372, 1.538], [-2.477, 2.025, 0.805], [3.007, 1.755, 0.429], [0.663, 2.161, -2.290], [-1.580, 2.648, -1.314], [-0.898, -0.657, -1.723], [-1.105, -1.990, -0.652], [0.039, -0.817, 1.837], [1.703, -1.632, 1.550], [2.065, 0.378, -1.380], [1.028, 2.134, 0.642], [2.578, -2.024, -0.504], [1.877, -1.608, -2.071], [1.137, -2.841, -1.027], [-3.196, -0.291, 1.874], [-2.362, -1.714, 1.601], [-3.321, -1.351, 0.369], [-3.164, 1.363, 1.306], [3.555, 1.074, 1.004]], "forces_ev_per_angstrom": [[3.65, -1.10, -1.83], [-3.39, 1.62, 0.18], [0.11, 3.71, -1.05], [0.10, -0.06, 2.09], [-0.49, 0.40, 0.83], [2.11, -2.74, -0.92], [-0.48, -2.41, -0.69], [-0.57, 0.50, 1.57], [-2.04, 0.52, -1.76], [-2.07, 0.97, -1.86], [-0.16, 2.04, -1.80], [0.70, 0.00, 1.36], [-3.60, -1.94, 2.55], [2.97, -1.62, 1.98], [-0.76, -0.49, 1.05], [0.63, 0.25, -0.34], [0.28, -0.48, 0.69], [-0.20, -2.28, 0.33], [0.96, -0.61, -1.14], [-1.34, 0.55, -0.69], [0.55, 0.64, -0.76], [0.58, 0.03, 0.77], [1.36, 0.01, 0.79], [-0.25, -0.30, 1.09], [0.04, -0.01, 0.15], [-0.05, -0.10, -0.67], [1.77, -2.02, 1.49], [-1.32, 0.07, -0.08], [2.31, 2.73, -1.57], [-1.40, 2.12, -1.76]], "lumo_energy_ev": 0.6, "charge": 0, "e_homo_ha": -0.29700, "mol_weight_g_mol": 196.246, "smiles": "CC1=C(O)C=C[C@H]2[C@H](O)OC[C@@]2(C)C1", "orbital_gap_ev": 8.70, "relative_energy_ev": 3.183}

3.
{"formula": "C11H17AlClINO2PS", "method": "wB97M-V/def2-TZVPD", "symbols": ["C", "C", "H", "H", "H", "O", "I", "Al", "P", "C", "C", "H", "H", "H", "C", "H", "H", "H", "H", "H", "H", "C", "O", "Cl", "S", "C", "N", "C", "C", "C", "C", "H", "H", "H", "H", "H"], "coordinates": [[-0.774, -0.469, -6.651], [0.026, 0.145, -5.524], [-0.279, -0.157, -7.590], [-1.803, -0.058, -6.610], [-0.773, -1.572, -6.548], [0.824, 1.046, -5.525], [-0.278, -0.846, -3.526], [-0.620, -0.511, -0.689], [-1.556, 1.684, -0.362], [-0.515, 2.852, 0.596], [-1.999, 2.382, -1.959], [-3.713, 0.941, 0.309], [-3.586, 2.745, 0.442], [-2.820, 1.683, 1.683], [-3.071, 1.784, 0.616], [-2.409, 1.551, -2.565], [-2.760, 3.176, -1.831], [-1.058, 3.808, 0.672], [0.444, 2.981, 0.097], [-1.097, 2.778, -2.457], [-0.372, 2.427, 1.587], [1.356, 0.292, -0.567], [2.353, 0.774, -0.242], [-0.587, -2.695, -1.132], [-0.901, -0.867, 1.666], [0.510, -1.416, 2.453], [1.582, -1.926, 1.762], [2.722, -2.358, 2.393], [2.830, -2.204, 3.765], [1.714, -1.810, 4.537], [0.568, -1.413, 3.857], [1.508, -1.983, 0.744], [3.461, -2.795, 1.749], [3.775, -2.421, 4.255], [1.728, -1.841, 5.629], [-0.332, -1.092, 4.353]], "forces_ev_per_angstrom": [[0.31, -0.15, 0.27], [2.27, 3.21, -0.68], [-0.29, -0.16, 0.48], [0.49, -0.35, 0.03], [-0.19, 0.67, -0.12], [-2.32, -2.56, -0.13], [-0.28, -0.17, -0.41], [-0.12, -1.69, 0.73], [-0.49, 0.98, 0.27], [0.06, -0.37, -0.67], [-0.01, 0.13, -0.47], [-0.11, 0.47, 0.31], [0.31, -0.42, -0.02], [-0.18, -0.03, -0.37], [-0.42, -0.90, 0.14], [0.10, 0.58, 0.16], [0.47, -0.35, -0.16], [0.24, -0.33, -0.11], [0.05, 0.31, 0.15], [-0.44, -0.11, 0.06], [0.04, 0.03, 0.06], [4.22, 1.95, 1.61], [-3.95, -1.92, -1.53], [0.08, 1.05, 0.72], [-0.38, 0.82, -0.66], [1.24, -0.75, 0.01], [-0.25, 0.15, 0.87], [-0.88, 0.82, 0.64], [0.16, -0.36, -0.16], [-0.24, 0.08, -0.99], [0.22, -0.17, -0.21], [0.01, -0.42, 0.50], [0.35, 0.04, -0.01], [-0.22, -0.25, -0.18], [0.14, 0.16, -0.41], [0.01, 0.04, 0.29]], "lumo_energy_ev": -7.6, "charge": 2, "e_homo_ha": -0.55136, "mol_weight_g_mol": 447.642, "orbital_gap_ev": 7.41, "relative_energy_ev": 0.000}

4.
{"formula": "C11H17BBr4FK2O4S", "method": "wB97M-V/def2-TZVPD", "symbols": ["C", "C", "C", "O", "S", "O", "O", "B", "C", "O", "H", "H", "H", "H", "H", "H", "H", "H", "H", "H", "H", "C", "Br", "Br", "Br", "H", "F", "C", "C", "C", "C", "C", "C", "H", "H", "H", "H", "H", "K", "Br", "K"], "coordinates": [[-1.232, 4.456, -1.245], [-0.200, 5.348, -0.493], [1.224, 4.780, -0.575], [1.073, 3.337, -0.573], [2.264, 2.550, 0.419], [3.165, 1.974, -0.532], [1.357, 1.447, 1.035], [1.911, 0.341, 1.846], [2.157, -1.019, 1.114], [2.004, 0.556, 3.186], [-2.018, 5.086, -1.644], [-0.828, 3.920, -2.115], [-1.620, 3.748, -0.529], [-0.460, 5.290, 0.558], [-0.239, 6.373, -0.844], [1.873, 5.158, 0.206], [1.595, 5.079, -1.593], [1.826, -1.831, 1.755], [1.614, -1.074, 0.171], [3.205, -1.156, 0.881], [1.152, 0.863, 3.510], [-1.324, 0.586, -1.866], [-2.644, 0.967, -3.206], [-2.064, 0.657, -0.099], [-0.427, -1.087, -2.178], [-0.566, 1.353, -1.934], [-0.176, -3.187, 2.526], [-0.815, -3.901, 1.606], [-0.893, -5.273, 1.766], [-1.563, -6.020, 0.814], [-2.137, -5.379, -0.281], [-2.049, -4.000, -0.427], [-1.383, -3.251, 0.524], [-0.433, -5.738, 2.626], [-1.639, -7.095, 0.930], [-2.665, -5.955, -1.020], [-2.496, -3.506, -1.280], [-1.302, -2.177, 0.442], [-1.923, -7.274, -2.412], [4.718, 1.160, 1.486], [1.956, 3.898, -2.559]], "forces_ev_per_angstrom": [[0.58, 0.81, -0.09], [0.02, -0.99, 0.16], [-2.11, 0.93, 0.46], [-0.38, 0.56, 0.88], [1.98, 0.65, 1.81], [-1.24, 0.43, -2.57], [-0.98, -0.20, -0.34], [1.75, 0.18, -0.54], [-0.64, -0.03, 0.00], [-0.93, -0.49, -0.07], [-0.35, -0.01, 0.14], [0.02, 0.01, 0.22], [-0.26, -0.35, -0.20], [-0.26, 0.46, 0.17], [0.12, 0.23, 0.09], [0.21, -0.15, 0.15], [-1.22, 3.14, 4.95], [0.04, -0.25, 0.09], [-0.10, 0.01, -0.09], [0.27, 0.09, 0.12], [0.06, 0.46, 0.41], [0.07, 0.03, 0.05], [-0.01, -0.01, -0.04], [-0.04, 0.01, 0.04], [0.02, 0.00, -0.15], [0.03, 0.06, 0.13], [0.00, 0.05, 0.09], [-0.12, -0.11, -0.13], [0.13, -0.15, 0.16], [-0.06, 0.09, -0.23], [0.20, 0.13, 0.20], [-0.03, -0.14, -0.08], [0.06, 0.13, 0.12], [0.01, 0.03, 0.02], [-0.02, 0.00, 0.08], [-0.70, 0.63, 0.66], [-0.02, 0.04, 0.02], [0.03, 0.01, 0.02], [0.52, -0.77, -0.81], [0.35, -0.24, 1.15], [3.02, -5.28, -7.04]], "lumo_energy_ev": -4.1, "charge": 1, "e_homo_ha": -0.28763, "mol_weight_g_mol": 672.942, "orbital_gap_ev": 3.74}

5.
{"formula": "C11H17BCoN6", "method": "wB97M-V/def2-TZVPD", "symbols": ["C", "N", "N", "C", "C", "B", "N", "N", "C", "C", "C", "Co", "N", "N", "C", "C", "C", "H", "H", "H", "H", "H", "H", "H", "H", "H", "H", "H", "C", "H", "H", "H", "C", "H", "H", "H"], "coordinates": [[-1.632, 2.715, -0.556], [-0.863, 1.663, -0.113], [-0.050, 1.269, -1.184], [-0.216, 2.157, -2.194], [-1.212, 3.074, -1.850], [1.004, 0.092, -1.098], [1.555, 0.138, 0.365], [0.768, 0.438, 1.484], [1.608, 0.531, 2.560], [2.923, 0.390, 2.115], [2.852, 0.171, 0.744], [-1.039, 0.790, 1.603], [0.716, -1.359, -1.738], [0.054, -2.423, -1.128], [0.084, -3.462, -1.973], [0.795, -3.113, -3.154], [1.189, -1.784, -2.953], [-0.402, -4.411, -1.749], [1.796, -1.136, -3.575], [0.982, -3.759, -3.994], [1.921, 0.504, -1.791], [3.651, 0.080, 0.029], [0.387, 2.095, -3.093], [3.793, 0.462, 2.738], [-1.590, 3.896, -2.447], [1.207, 0.714, 3.552], [-2.436, 3.125, 0.055], [-0.837, -0.912, 2.390], [-1.291, -0.364, 3.237], [-0.651, -0.382, 4.126], [-1.589, 0.766, 2.999], [-2.205, -0.909, 3.478], [-2.580, -0.139, 0.871], [-2.719, -1.103, 1.382], [-2.519, -0.312, -0.217], [-3.453, 0.496, 1.079]], "forces_ev_per_angstrom": [[1.25, -0.99, -0.52], [-1.08, 0.53, -1.74], [-0.55, 0.12, 0.98], [-0.60, -0.18, 0.79], [-0.07, -0.31, 0.52], [1.25, 1.50, -0.22], [-0.67, 0.56, 0.85], [3.34, -1.14, 0.32], [0.08, -0.12, -1.78], [-0.42, 0.09, 0.23], [-0.74, -0.01, 0.61], [-0.23, 0.48, -4.52], [0.91, -0.41, -2.14], [-0.34, -1.00, -0.66], [0.07, 0.83, 0.27], [-1.06, -1.75, 0.86], [-0.15, 2.97, 2.56], [0.22, 0.38, 0.09], [-0.14, -0.07, 0.07], [0.12, 0.08, -0.19], [-0.37, -0.42, 0.10], [-0.04, -0.19, -0.09], [-0.15, -0.06, 0.19], [0.23, -0.02, -0.07], [0.15, -0.24, 0.15], [0.27, 0.03, -0.24], [0.45, -0.04, -0.13], [0.16, -0.25, 0.47], [-0.57, -0.16, 1.18], [0.07, 0.25, -0.48], [-0.73, -1.19, 2.90], [-0.12, 0.51, -0.06], [-1.31, -0.65, -0.77], [0.22, 0.47, -0.16], [0.27, 0.30, 0.59], [0.29, 0.11, 0.04]], "lumo_energy_ev": [-8.2, -10.4], "charge": 2, "e_homo_ha": [-0.58486, -0.58498], "multiplicity": 4, "mol_weight_g_mol": 303.044, "orbital_gap_ev": [7.71, 5.48], "relative_energy_ev": 1.564}

6.
{"formula": "C11H17BF3O5PS", "method": "wB97M-V/def2-TZVPD", "symbols": ["C", "C", "O", "B", "O", "P", "C", "C", "C", "C", "C", "C", "C", "C", "H", "H", "H", "H", "H", "H", "H", "H", "H", "H", "H", "H", "H", "H", "H", "H", "H", "C", "F", "F", "F", "S", "O", "O", "O"], "coordinates": [[1.118, -1.634, 1.466], [0.983, -1.351, -0.084], [1.843, -0.203, -0.398], [1.045, 0.893, -0.657], [1.017, 1.559, -1.880], [-0.109, 1.669, 0.712], [-1.185, 2.987, -0.042], [-2.723, 2.826, 0.261], [-3.258, 1.374, 0.093], [-2.779, 0.415, -0.900], [-3.401, -0.918, -0.969], [-4.473, -1.279, -0.056], [-4.966, -0.343, 0.956], [-4.354, 0.973, 0.994], [1.941, -1.047, 1.957], [0.158, -1.327, 1.969], [1.372, -2.713, 1.653], [-0.106, -1.157, -0.310], [1.358, -2.271, -0.607], [1.872, 1.391, -2.333], [0.798, 2.315, 1.614], [-0.810, 0.668, 1.428], [-1.029, 3.118, -1.146], [-0.868, 3.966, 0.423], [-2.946, 3.153, 1.311], [-3.299, 3.504, -0.417], [-1.954, 0.711, -1.587], [-3.057, -1.672, -1.711], [-4.940, -2.287, -0.087], [-5.771, -0.623, 1.665], [-4.740, 1.716, 1.740], [5.823, -1.034, -0.588], [4.977, -0.002, -0.336], [6.465, -0.723, -1.733], [6.755, -1.002, 0.386], [4.947, -2.666, -0.683], [3.989, -2.520, -1.770], [4.317, -2.834, 0.619], [5.991, -3.631, -0.952]], "forces_ev_per_angstrom": [[-0.18, 0.09, 0.09], [0.60, -1.19, 1.97], [-1.99, 1.20, -0.66], [1.58, -1.25, -1.87], [0.78, -0.17, 1.83], [-0.18, 0.70, -0.39], [-0.81, 1.20, 0.35], [-0.11, -0.71, 0.02], [-1.28, -1.71, 0.20], [-1.59, -0.40, 1.54], [-0.56, 1.35, 1.40], [0.54, 1.50, 0.40], [2.09, 0.81, -1.86], [0.42, -0.98, -0.83], [-0.61, -0.49, -0.83], [0.80, -0.63, -0.19], [-0.51, 1.08, -0.13], [1.05, -0.15, -0.19], [-0.22, 1.36, -0.03], [-0.66, -0.21, -0.09], [-0.59, -0.43, -0.30], [0.13, 0.54, -0.10], [0.25, -0.66, 1.07], [-0.14, -1.03, -0.48], [0.25, -0.28, -0.92], [0.58, -0.44, 0.49], [-0.76, -0.39, 0.43], [-0.25, 0.78, 0.63], [0.55, 0.84, -0.16], [0.71, 0.25, -0.68], [0.51, -0.75, -0.79], [0.52, 0.57, 0.03], [-0.06, -0.30, -0.04], [-0.32, -0.27, 0.18], [-0.36, -0.23, -0.17], [-0.74, -1.83, -0.13], [0.20, 0.72, 0.18], [0.15, 0.76, -0.05], [0.20, 0.73, 0.06]], "lumo_energy_ev": -1.3, "charge": 0, "e_homo_ha": -0.28679, "mol_weight_g_mol": 360.099, "orbital_gap_ev": 6.46}

no.,electronic energy (eV)
1,-34820.816
2,-17806.191
3,-64599.623
4,-346914.623
5,-58906.838
6,-50871.897